Record 1
{
  "formula": "C45H39MoN5O3STe",
  "method": "wB97M-V/def2-TZVPD",
  "e_above_lowest_kcal_mol": 33.6,
  "orbital_gap_ev": [6.455, 5.814],
  "spin_multiplicity": 2,
  "total_charge": 1,
  "symbols": ["Mo", "O", "C", "C", "C", "C", "C", "C", "C", "O", "N", "N", "C", "C", "C", "C", "C", "C", "N", "H", "H", "H", "H", "H", "H", "H", "H", "H", "H", "S", "C", "C", "C", "C", "C", "C", "C", "C", "C", "N", "H", "H", "H", "H", "H", "H", "C", "C", "C", "C", "C", "C", "Te", "N", "C", "O", "C", "C", "C", "C", "C", "C", "C", "C", "C", "C", "C", "C", "C", "C", "C", "C", "H", "H", "H", "H", "H", "H", "H", "H", "H", "H", "H", "H", "H", "H", "H", "H", "H", "H", "H", "H", "H", "H", "H"],
  "xyz": [[0.64156, -1.37867, 1.57236], [-3.16684, -0.30046, 2.80253], [-3.03144, 0.83853, 3.51545], [-4.16250, 1.31667, 4.17318], [-4.08573, 2.46623, 4.93214], [-2.88455, 3.16187, 5.06460], [-1.77124, 2.71152, 4.38902], [-1.83678, 1.56534, 3.59156], [-0.65658, 1.10059, 2.84377], [-0.36206, -0.14653, 2.92563], [0.05472, 1.91899, 2.10290], [2.11222, 0.05178, 1.60241], [3.19901, -0.10464, 2.24697], [3.59970, -1.44320, 2.72550], [4.75401, -1.89603, 3.22938], [5.02335, -3.33172, 3.35994], [4.59569, -4.32765, 2.55984], [3.85674, -4.24795, 1.27359], [2.61485, -2.39172, 2.34499], [-2.29491, -0.62154, 2.53356], [-5.08407, 0.75952, 4.08038], [-4.96934, 2.82015, 5.44662], [-2.82505, 4.03873, 5.69316], [-0.82598, 3.22946, 4.48936], [3.88610, 0.72950, 2.41356], [5.51590, -1.19662, 3.55433], [5.66398, -3.61548, 4.18637], [4.88976, -5.33299, 2.83564], [3.65938, -5.18024, 0.76155], [2.07643, -4.05832, 4.63407], [0.38519, -4.24538, 4.88811], [-0.38340, -3.59026, 3.97592], [0.40945, -2.89669, 3.01472], [1.73737, -3.05803, 3.26854], [2.90382, -3.10150, 1.12219], [4.25544, -3.05962, 0.39210], [4.14989, -3.25736, -1.04420], [2.97308, -3.48736, -1.65675], [1.76714, -3.18169, -0.94088], [1.74546, -2.94144, 0.32724], [0.04610, -4.83661, 5.72426], [-1.46283, -3.59921, 3.99830], [5.07841, -2.46667, 0.76663], [5.06453, -3.20628, -1.62156], [2.91462, -3.67169, -2.71898], [0.85030, -2.99508, -1.48901], [0.03770, 4.29027, -7.37115], [0.18069, 3.78267, -5.96408], [0.27315, 4.65648, -4.88951], [0.41072, 4.20638, -3.58140], [0.50989, 5.22481, -2.47986], [0.43990, 2.82339, -3.34624], [0.66137, 2.11982, -1.36637], [-0.50291, -1.16888, 0.29250], [-1.63529, -1.27879, -0.52267], [-2.34866, -0.32744, -0.70639], [-1.85358, -2.61323, -1.14646], [-2.46985, -2.65134, -2.39490], [-2.70545, -3.87052, -3.00874], [-2.35302, -5.05061, -2.36681], [-1.76291, -5.01389, -1.11018], [-1.50590, -3.79528, -0.50138], [-1.24951, 2.75012, -0.71491], [-2.30478, 2.74031, -1.62048], [-3.57213, 3.13410, -1.22765], [-3.80338, 3.53311, 0.08127], [-2.75457, 3.55186, 0.98385], [-1.47033, 3.16902, 0.59649], [-0.36079, 3.24669, 1.61056], [0.33912, 1.91819, -4.41043], [0.36533, 0.41921, -4.25316], [0.21800, 2.42130, -5.70292], [0.04665, 5.37834, -7.40152], [-0.89793, 3.94691, -7.81478], [0.85042, 3.92631, -8.00099], [0.24392, 5.72432, -5.07328], [0.61083, 6.22450, -2.89887], [1.36999, 5.02878, -1.83761], [-0.37743, 5.21110, -1.84381], [-2.75740, -1.72147, -2.86699], [-3.17333, -3.90247, -3.98322], [-2.55032, -6.00238, -2.84197], [-1.51283, -5.93453, -0.60013], [-1.05054, -3.76400, 0.48425], [-2.13437, 2.42781, -2.64315], [-4.38245, 3.12172, -1.94460], [-4.79368, 3.83364, 0.39550], [-2.92413, 3.87758, 2.00455], [-0.67278, 3.87100, 2.44173], [0.53746, 3.68597, 1.17410], [0.89363, 1.49592, 1.68012], [0.04390, 0.10547, -3.26093], [1.37412, 0.03252, -4.41867], [-0.28785, -0.04598, -4.99175], [0.14037, 1.72095, -6.52796]]
}

Record 2
{
  "formula": "C45H40BrCsF4N5OPS2",
  "method": "wB97M-V/def2-TZVPD",
  "e_above_lowest_kcal_mol": 0.0,
  "orbital_gap_ev": 5.516,
  "total_charge": -2,
  "symbols": ["Cs", "N", "C", "S", "N", "N", "C", "C", "C", "C", "C", "C", "N", "H", "H", "H", "H", "H", "H", "H", "C", "C", "C", "C", "C", "C", "C", "C", "S", "C", "N", "C", "C", "C", "C", "C", "C", "C", "C", "H", "H", "H", "H", "H", "H", "H", "H", "H", "H", "H", "H", "H", "H", "H", "H", "F", "C", "C", "F", "C", "F", "C", "P", "C", "C", "C", "C", "C", "C", "C", "C", "C", "C", "C", "C", "C", "Br", "C", "F", "H", "H", "H", "H", "H", "H", "H", "H", "H", "H", "C", "C", "C", "O", "H", "H", "H", "H", "H", "H", "H"],
  "xyz": [[-2.00627, -1.12744, -0.21079], [-7.13636, 0.03340, 0.78287], [-5.86457, -0.29971, 0.34101], [-4.75125, -0.75219, 1.53048], [-5.75807, -0.16990, -0.97411], [-4.57312, -0.45015, -1.53628], [-4.54133, -0.29471, -2.81187], [-3.37512, -0.60352, -3.61523], [-3.42415, -0.43726, -5.00838], [-2.32204, -0.77230, -5.76969], [-1.18961, -1.27119, -5.13848], [-1.22353, -1.39565, -3.75608], [-2.27102, -1.06816, -3.01682], [-7.34621, -0.31232, 1.70183], [-7.86760, -0.02943, 0.09058], [-5.42810, 0.05882, -3.34443], [-4.32718, -0.05369, -5.46721], [-2.34239, -0.65088, -6.84661], [-0.30851, -1.55585, -5.69757], [-0.36683, -1.78606, -3.20877], [5.70740, 1.20329, -0.63431], [4.64608, 0.96309, -1.71922], [5.22197, 1.34047, -3.09341], [3.45976, 1.88734, -1.43655], [4.24013, -0.51003, -1.72091], [5.22326, -1.49255, -1.91988], [4.92263, -2.84430, -1.89986], [3.60981, -3.22936, -1.67472], [2.92006, -4.81305, -1.55547], [1.29333, -4.05592, -1.24913], [1.34666, -2.77097, -1.27006], [2.60134, -2.26749, -1.49458], [2.92900, -0.91087, -1.52035], [0.12250, -4.89654, -1.04793], [0.28489, -6.29526, -1.03994], [-0.80234, -7.12139, -0.86043], [-2.06441, -6.53999, -0.72366], [-2.20131, -5.16231, -0.76455], [-1.13012, -4.24608, -0.88813], [5.96073, 2.26580, -0.58801], [6.62244, 0.64169, -0.83061], [5.32480, 0.89770, 0.34136], [5.57212, 2.37649, -3.08192], [4.44948, 1.24812, -3.85937], [6.05703, 0.69721, -3.37545], [3.79375, 2.92729, -1.46392], [3.02782, 1.69910, -0.45120], [2.67880, 1.76683, -2.18821], [6.25338, -1.19783, -2.08251], [5.69960, -3.58494, -2.04869], [2.12462, -0.20286, -1.35917], [1.26990, -6.73449, -1.17916], [-0.68149, -8.19890, -0.83412], [-2.93234, -7.18044, -0.58301], [-3.21123, -4.75832, -0.67900], [2.18073, 6.11003, -1.65490], [1.51377, 5.16605, -0.96728], [1.27493, 5.32806, 0.38454], [1.70992, 6.44659, 0.99537], [0.58215, 4.35081, 1.07667], [0.34001, 4.62180, 2.38179], [0.11859, 3.18067, 0.50348], [-0.55621, 1.27491, 1.43085], [-2.13577, 2.11624, 1.93957], [-2.72538, 3.08914, 1.12983], [-3.89727, 3.72834, 1.50355], [-4.51822, 3.40658, 2.70086], [-3.98173, 2.40086, 3.48750], [-2.82037, 1.75060, 3.09724], [0.61986, 1.67340, 2.81060], [0.28545, 2.19801, 4.05546], [1.24689, 2.33660, 5.04683], [2.56067, 1.95617, 4.81244], [2.91166, 1.44183, 3.57312], [1.94581, 1.30027, 2.58641], [0.36238, 3.07501, -0.85719], [-0.31939, 1.57949, -1.85617], [1.04090, 4.03234, -1.59600], [1.25531, 3.89871, -2.91721], [-2.27233, 3.34547, 0.18241], [-4.33063, 4.47860, 0.85207], [-5.42376, 3.92054, 3.00281], [-4.48752, 2.09458, 4.39586], [-2.45776, 0.92659, 3.69154], [-0.72827, 2.52139, 4.24532], [0.97048, 2.74517, 6.01271], [3.31027, 2.07215, 5.58720], [3.93432, 1.13601, 3.38312], [2.21975, 0.88549, 1.62069], [-0.38702, -2.55419, 2.39624], [-0.42962, -1.16892, 3.04072], [-1.16687, -1.23789, 4.38065], [-1.07328, -0.25940, 2.18632], [0.07026, -3.27192, 3.08157], [0.18894, -2.54603, 1.47001], [-1.39974, -2.89084, 2.16614], [0.60198, -0.85149, 3.24129], [-2.22409, -1.44854, 4.20114], [-1.07457, -0.29101, 4.91701], [-0.75199, -2.03060, 5.00944]]
}

Record 3
{
  "formula": "C45H41AsN9O2S3Ti",
  "method": "wB97M-V/def2-TZVPD",
  "e_above_lowest_kcal_mol": 75.9,
  "orbital_gap_ev": [6.920, 5.718],
  "spin_multiplicity": 3,
  "total_charge": 1,
  "symbols": ["Ti", "C", "C", "N", "N", "C", "S", "N", "N", "H", "H", "H", "H", "H", "H", "C", "N", "C", "C", "N", "C", "S", "C", "C", "C", "C", "C", "N", "H", "H", "H", "H", "H", "H", "H", "H", "H", "O", "S", "O", "N", "C", "C", "C", "C", "C", "C", "C", "C", "N", "C", "C", "C", "C", "C", "C", "C", "H", "H", "H", "H", "H", "H", "H", "H", "H", "H", "H", "C", "C", "C", "C", "C", "C", "As", "C", "C", "C", "C", "C", "C", "C", "C", "C", "C", "C", "C", "H", "H", "H", "H", "H", "H", "H", "H", "H", "H", "H", "H", "H", "H", "H"],
  "xyz": [[0.71604, 0.60555, 0.26113], [-4.26874, -0.27372, 2.03858], [-2.96827, -0.64316, 2.63747], [-2.77442, -1.19214, 3.78811], [-1.41356, -1.28921, 3.89226], [-0.75954, -0.81359, 2.83792], [0.89343, -0.63276, 2.54114], [-1.75616, -0.43213, 2.01017], [-1.50641, 0.29794, 0.84318], [-5.06446, -0.56471, 2.71880], [-4.41738, -0.77900, 1.08132], [-4.31675, 0.80584, 1.87964], [-1.00236, -1.72292, 4.70077], [-1.76129, 1.27122, 1.03181], [-2.06264, -0.08021, 0.08404], [6.16984, 0.27483, -0.10634], [5.39523, 1.23489, 0.66280], [5.90661, 2.34074, 1.31489], [4.87006, 2.98304, 1.87893], [3.71884, 2.26151, 1.58472], [4.05687, 1.19201, 0.81485], [3.12363, -0.03213, 0.05848], [2.33913, 2.57956, 1.98435], [2.23225, 3.51288, 3.04327], [1.09949, 4.28532, 3.36463], [-0.22478, 3.98857, 3.20040], [-0.70134, 2.62808, 3.04072], [1.41906, 2.12989, 1.24762], [7.21552, 0.56383, -0.05087], [5.83965, 0.27710, -1.14341], [6.04092, -0.72467, 0.30393], [6.95620, 2.57747, 1.30675], [4.85925, 3.90169, 2.43277], [3.15932, 3.85891, 3.47430], [1.32496, 5.25986, 3.78628], [-0.97097, 4.76653, 3.31680], [0.02356, 1.83474, 3.27025], [-1.82745, 2.34481, 2.66737], [0.15197, 3.75771, 0.08555], [1.19102, 4.54928, -0.60382], [-0.23273, 2.34545, -0.67176], [-0.38854, 2.38621, -2.06422], [-0.84015, 3.43749, -2.82579], [-0.92021, 3.34014, -4.23029], [-0.51603, 2.22036, -4.89144], [0.02320, 1.14239, -4.15095], [0.56570, -0.00569, -4.76238], [1.16714, -0.95805, -3.99330], [1.20238, -0.77282, -2.60600], [0.65642, 0.24844, -1.97943], [0.07114, 1.22244, -2.74431], [-1.34664, 4.74562, -0.04203], [-1.18960, 6.12554, -0.05954], [-2.31676, 6.93742, -0.04173], [-3.58232, 6.37014, -0.00087], [-3.72812, 4.98871, 0.01886], [-2.60959, 4.17090, 0.00542], [-1.13563, 4.36124, -2.35304], [-1.29954, 4.18683, -4.78810], [-0.56515, 2.15550, -5.97127], [0.52373, -0.10374, -5.84103], [1.62015, -1.83936, -4.42530], [1.70719, -1.50261, -1.99574], [-0.19378, 6.54737, -0.10631], [-2.20589, 8.01399, -0.06403], [-4.45879, 7.00570, 0.01030], [-4.71837, 4.55000, 0.04241], [-2.71499, 3.09495, 0.00726], [-2.25019, -4.85876, 3.30671], [-2.94709, -4.38478, 2.20540], [-2.26837, -3.75729, 1.16757], [-0.88788, -3.59205, 1.22890], [-0.19310, -4.06442, 2.34083], [-0.87057, -4.70180, 3.37038], [0.09241, -2.67363, -0.18645], [1.46948, -4.03014, -0.45768], [2.75427, -3.62565, -0.81010], [3.75692, -4.56157, -1.02783], [3.48678, -5.91342, -0.88308], [2.21573, -6.32485, -0.50456], [1.21534, -5.38982, -0.28766], [-1.13492, -2.98719, -1.67550], [-1.82179, -1.87780, -2.16469], [-2.74860, -2.00593, -3.19174], [-2.98844, -3.25311, -3.74669], [-2.29834, -4.36305, -3.27634], [-1.37706, -4.23301, -2.24698], [-2.77919, -5.35870, 4.10860], [-4.02110, -4.51403, 2.14630], [-2.81660, -3.42276, 0.29430], [0.88317, -3.95236, 2.39533], [-0.31874, -5.08644, 4.21994], [2.99932, -2.57669, -0.88946], [4.75146, -4.23104, -1.30102], [4.26683, -6.64554, -1.04869], [2.00442, -7.37839, -0.37039], [0.24027, -5.72603, 0.03889], [-1.60106, -0.89150, -1.77725], [-3.26694, -1.13134, -3.56612], [-3.70455, -3.36013, -4.55163], [-2.47715, -5.33699, -3.71456], [-0.84524, -5.10783, -1.90169]]
}

Record 4
{
  "formula": "C45H41BaCl2GeN4O2P2",
  "method": "wB97M-V/def2-TZVPD",
  "e_above_lowest_kcal_mol": 1.1,
  "orbital_gap_ev": [6.692, 5.693],
  "spin_multiplicity": 2,
  "symbols": ["Ba", "Cl", "C", "C", "C", "N", "C", "O", "C", "C", "C", "C", "C", "N", "C", "C", "C", "Cl", "N", "C", "O", "C", "C", "C", "C", "C", "N", "H", "H", "H", "H", "H", "H", "H", "H", "H", "H", "C", "P", "C", "C", "C", "C", "C", "C", "C", "P", "C", "C", "H", "H", "H", "H", "H", "H", "H", "H", "H", "H", "H", "H", "H", "H", "H", "H", "C", "Ge", "C", "C", "C", "C", "C", "C", "C", "C", "C", "C", "C", "C", "C", "C", "C", "C", "H", "H", "H", "H", "H", "H", "H", "H", "H", "H", "H", "H", "H", "H", "H"],
  "xyz": [[0.83312, -0.89262, 0.70301], [5.69236, -2.09845, -4.61303], [4.83388, -2.26899, -3.11169], [4.14362, -1.18508, -2.60526], [3.44650, -1.25408, -1.39800], [2.66630, -0.17942, -0.90749], [3.02261, 1.08522, -1.16506], [3.96824, 1.50917, -1.83056], [2.09149, 2.13882, -0.57609], [2.12562, 3.41064, -1.14165], [1.30862, 4.40143, -0.63609], [0.49278, 4.10741, 0.44514], [0.53355, 2.82626, 0.96145], [1.30304, 1.85012, 0.46955], [3.45252, -2.47401, -0.68101], [4.15583, -3.55496, -1.21280], [4.83501, -3.46588, -2.41158], [5.67550, -4.86430, -3.00492], [2.65647, -2.61741, 0.47663], [3.04589, -3.44444, 1.45294], [4.12414, -4.01660, 1.60943], [1.97652, -3.72455, 2.51080], [2.29824, -4.61440, 3.53190], [1.32733, -4.96982, 4.44702], [0.05445, -4.42919, 4.32012], [-0.17160, -3.53438, 3.29133], [0.76097, -3.17660, 2.40852], [4.15622, -0.25700, -3.15192], [2.81073, 3.58293, -1.95917], [1.31391, 5.39344, -1.06942], [-0.15826, 4.84891, 0.88692], [-0.08289, 2.56444, 1.81535], [4.18091, -4.48476, -0.66601], [3.30280, -5.01037, 3.55673], [1.55141, -5.66863, 5.24276], [-0.74398, -4.69356, 4.99990], [-1.14771, -3.07709, 3.16193], [-1.34639, -0.92061, 5.09974], [-0.22624, 0.08842, 4.04241], [1.11638, 0.40301, 5.25040], [-1.18219, 1.66143, 4.04893], [-0.85504, 2.70987, 4.90573], [-1.56719, 3.89948, 4.89078], [-2.63546, 4.05172, 4.02294], [-2.96997, 3.01650, 3.16417], [-2.25003, 1.82487, 3.15023], [-2.65645, 0.49476, 1.94104], [-4.32084, -0.02186, 2.52874], [-3.14775, 1.44795, 0.45798], [-1.65891, -0.35363, 5.97772], [-0.81728, -1.81916, 5.41830], [-2.22998, -1.22484, 4.53967], [0.75424, 0.69111, 6.23897], [1.79427, 1.16875, 4.87236], [1.68511, -0.52332, 5.34623], [-0.02617, 2.60830, 5.59348], [-1.28879, 4.70328, 5.55942], [-3.20282, 4.97265, 4.01004], [-3.80434, 3.14933, 2.48811], [-5.00283, 0.82871, 2.57756], [-4.25013, -0.47152, 3.51874], [-4.72799, -0.76404, 1.84174], [-3.95196, 2.15944, 0.64691], [-3.49498, 0.73115, -0.28876], [-2.29033, 1.97744, 0.03901], [0.06961, -2.68424, -1.92258], [-0.04901, -0.77302, -2.41919], [1.05584, -0.48299, -3.99222], [1.39977, -1.58718, -4.77339], [2.25494, -1.45150, -5.85629], [2.78674, -0.21013, -6.16804], [2.46264, 0.89317, -5.39466], [1.60595, 0.75586, -4.31255], [-1.94370, -0.30874, -2.62183], [-2.89111, -1.29643, -2.50750], [-4.27124, -1.01164, -2.62969], [-4.68871, 0.26480, -2.85905], [-3.75225, 1.32562, -2.94469], [-4.17363, 2.66711, -3.12104], [-3.27028, 3.68883, -3.13371], [-1.89561, 3.41603, -2.96228], [-1.46491, 2.13065, -2.80779], [-2.37226, 1.04305, -2.80856], [-0.47043, -3.27620, -2.66460], [-0.34966, -2.94527, -0.94310], [1.11683, -2.98833, -1.93732], [1.01269, -2.57016, -4.53251], [2.52667, -2.32096, -6.44001], [3.47247, -0.10811, -6.99873], [2.89680, 1.85960, -5.61598], [1.40095, 1.62727, -3.70380], [-2.58892, -2.32270, -2.33488], [-4.99143, -1.81602, -2.54920], [-5.74323, 0.48944, -2.96758], [-5.23187, 2.86823, -3.23762], [-3.60383, 4.70944, -3.26750], [-1.18121, 4.22907, -2.95115], [-0.41068, 1.93406, -2.65319]]
}